[1]
The following is a DFT calculation (the ωB97M-V functional and the def2-TZVPD basis) of a cluster of 15 separate species, C32H36Cl56N3O3S3 in total.

CARTESIAN COORDINATES (ANGSTROEM)
C  1.946  3.415  0.130
C  2.760  2.641  1.161
C  2.668  1.111  1.048
C  2.953  0.564  -0.353
N  1.913  -0.324  -0.918
C  0.570  0.201  -0.876
C  -0.286  -0.466  -1.966
C  -1.618  -1.005  -1.450
C  -2.774  -0.655  -2.404
S  -4.284  -0.741  -1.435
C  -5.708  -0.546  -2.505
C  -6.909  0.109  -1.828
N  -7.747  -0.880  -1.152
C  -7.332  -1.074  0.256
C  -7.841  -2.432  0.747
C  -9.102  -0.341  -1.113
C  -10.220  -1.285  -1.442
O  -9.319  0.749  -0.835
O  -4.227  0.558  -0.444
N  -3.958  1.780  -1.235
O  -3.443  2.565  -0.595
C  1.988  -1.609  -0.418
S  1.239  -2.175  0.888
S  3.015  -2.691  -1.387
C  4.235  -3.419  -0.267
C  5.566  -2.677  -0.228
C  6.405  -3.109  0.981
H  1.997  3.007  -0.870
H  2.342  4.415  0.069
H  0.901  3.459  0.391
H  3.805  2.898  1.060
H  2.398  2.944  2.128
H  3.456  0.742  1.684
H  1.749  0.749  1.483
H  3.851  -0.032  -0.304
H  3.154  1.330  -1.086
H  0.083  0.077  0.086
H  0.561  1.261  -1.052
H  -0.508  0.293  -2.704
H  0.295  -1.247  -2.417
H  -1.564  -2.084  -1.431
H  -1.889  -0.630  -0.471
H  -2.832  -1.365  -3.217
H  -2.629  0.319  -2.847
H  -5.452  0.004  -3.396
H  -6.026  -1.523  -2.844
H  -6.627  0.927  -1.173
H  -7.472  0.533  -2.637
H  -7.686  -0.278  0.900
H  -6.256  -1.060  0.330
H  -8.808  -2.337  1.206
H  -7.922  -3.061  -0.123
H  -7.154  -2.893  1.439
H  -10.735  -0.913  -2.312
H  -9.873  -2.283  -1.634
H  -10.902  -1.278  -0.605
H  3.843  -3.590  0.725
H  4.451  -4.402  -0.655
H  6.125  -2.998  -1.098
H  5.453  -1.607  -0.305
H  5.771  -3.566  1.725
H  7.141  -3.838  0.696
H  6.917  -2.279  1.439
C  -9.684  2.214  -4.922
Cl  -9.983  3.286  -6.287
Cl  -7.976  1.733  -4.909
Cl  -10.078  3.039  -3.416
Cl  -10.658  0.752  -5.068
C  0.433  -3.260  -5.058
Cl  0.105  -4.620  -6.129
Cl  -0.564  -1.873  -5.545
Cl  0.035  -3.709  -3.394
Cl  2.133  -2.820  -5.156
C  5.825  5.657  0.221
Cl  5.185  4.319  -0.747
Cl  4.813  7.085  0.004
Cl  5.822  5.198  1.927
Cl  7.474  6.018  -0.288
C  -12.855  -3.086  -3.917
Cl  -12.547  -1.752  -5.033
Cl  -11.351  -3.973  -3.644
Cl  -13.417  -2.449  -2.371
Cl  -14.074  -4.153  -4.607
C  0.388  -2.549  5.361
Cl  1.719  -1.397  5.503
Cl  0.803  -4.063  6.164
Cl  -1.058  -1.868  6.104
Cl  0.124  -2.851  3.644
C  -4.365  -2.940  2.308
Cl  -4.624  -4.020  0.929
Cl  -2.735  -3.150  2.939
Cl  -4.560  -1.256  1.775
Cl  -5.550  -3.294  3.563
C  5.381  10.967  2.266
Cl  5.586  9.215  2.209
Cl  4.683  11.429  3.822
Cl  6.950  11.751  2.069
Cl  4.301  11.474  0.962
C  6.847  8.254  6.210
Cl  5.249  8.849  6.672
Cl  7.900  9.620  5.838
Cl  7.536  7.319  7.540
Cl  6.698  7.226  4.782
C  5.046  1.578  4.451
Cl  4.771  3.125  5.260
Cl  3.689  0.490  4.786
Cl  5.153  1.842  2.707
Cl  6.543  0.848  5.019
C  7.211  -2.360  -4.889
Cl  7.142  -0.868  -3.943
Cl  5.779  -3.336  -4.555
Cl  7.268  -1.965  -6.607
Cl  8.654  -3.270  -4.444
C  9.422  -0.735  2.480
Cl  10.971  0.107  2.550
Cl  9.064  -1.454  4.055
Cl  8.141  0.404  2.047
Cl  9.501  -2.001  1.250
C  -7.233  -4.023  -5.072
Cl  -6.223  -2.997  -6.098
Cl  -7.749  -3.097  -3.644
Cl  -8.655  -4.546  -5.970
Cl  -6.306  -5.429  -4.550
C  -0.607  0.708  9.004
Cl  0.354  1.570  7.797
Cl  -0.671  1.652  10.492
Cl  -2.251  0.474  8.388
Cl  0.135  -0.861  9.334
C  12.388  -4.097  -1.021
Cl  13.208  -5.520  -1.667
Cl  11.933  -4.396  0.664
Cl  13.469  -2.703  -1.086
Cl  10.953  -3.750  -1.995

Computed properties:
HOMO-LUMO gap = 5.97 eV
total charge = +1
E = -28595.601368 Eh
highest occupied orbital energy = -10.2 eV

=====

[2]
The following is a DFT calculation (the ωB97M-V functional and the def2-TZVPD basis) of a cluster of 2 separate species, C32H36ClN3O8S in total.

CARTESIAN COORDINATES (ANGSTROEM)
O  7.246  2.664  7.929
N  7.415  2.059  6.844
O  8.509  2.069  6.234
C  6.318  1.336  6.286
C  6.468  0.636  5.072
C  5.396  -0.093  4.555
C  4.160  -0.137  5.223
S  2.805  -1.236  4.625
C  1.679  -0.356  3.625
Cl  0.834  -0.989  2.362
O  3.496  -2.208  3.802
O  2.167  -1.652  5.856
C  4.022  0.568  6.433
C  5.082  1.305  6.961
H  7.433  0.656  4.567
H  5.548  -0.659  3.641
H  1.636  0.726  3.730
H  3.097  0.522  6.998
H  4.983  1.839  7.906
C  -3.099  4.789  -4.517
O  -1.718  5.120  -4.256
C  -1.084  4.445  -3.260
C  -1.623  3.386  -2.524
C  -0.782  2.501  -1.849
C  -1.342  1.227  -1.269
C  -1.113  0.028  -2.197
C  -1.888  0.139  -3.510
O  -1.725  0.975  -4.397
N  -2.794  -0.883  -3.543
C  -3.725  -1.005  -4.638
C  -2.762  -1.794  -2.401
C  -4.079  -1.706  -1.618
C  -2.499  -3.223  -2.891
N  -1.624  -1.232  -1.644
C  -1.128  -1.703  -0.475
C  -1.632  -2.783  0.229
C  -1.213  -3.289  1.462
C  -1.786  -4.483  2.025
C  -1.295  -5.054  3.238
C  -1.855  -6.220  3.765
C  -2.917  -6.864  3.110
C  -3.409  -6.329  1.912
C  -2.859  -5.168  1.379
C  0.583  2.777  -1.746
C  1.135  3.891  -2.393
O  2.461  4.180  -2.491
C  3.378  3.484  -1.621
C  0.279  4.782  -3.083
O  0.807  5.839  -3.769
C  1.316  5.554  -5.105
H  -3.421  5.511  -5.267
H  -3.184  3.766  -4.908
H  -3.703  4.894  -3.606
H  -2.699  3.186  -2.573
H  -0.877  1.009  -0.297
H  -2.431  1.321  -1.119
H  -0.033  -0.070  -2.437
H  -3.536  -0.190  -5.342
H  -3.598  -1.962  -5.160
H  -4.763  -0.939  -4.284
H  -4.312  -0.654  -1.397
H  -4.882  -2.141  -2.226
H  -4.024  -2.251  -0.673
H  -1.639  -3.220  -3.574
H  -2.281  -3.906  -2.068
H  -3.388  -3.585  -3.420
H  -0.275  -1.147  -0.085
H  -2.450  -3.269  -0.291
H  -0.428  -2.816  2.039
H  -0.470  -4.546  3.744
H  -1.455  -6.637  4.691
H  -3.350  -7.782  3.520
H  -4.222  -6.815  1.376
H  -3.279  -4.778  0.450
H  1.233  2.093  -1.186
H  4.325  4.008  -1.739
H  3.047  3.533  -0.574
H  3.485  2.435  -1.926
H  1.670  6.516  -5.472
H  2.137  4.834  -5.038
H  0.505  5.169  -5.731

Computed properties:
HOMO-LUMO gap = 3.02 eV
E = -2865.246788 Eh
highest occupied orbital energy = -5.6 eV
ΔE to the lowest compared entry with this formula, charge and spin = 0.2126 eV

=====

[3]
The following is a DFT calculation (the ωB97M-V functional and the def2-TZVPD basis) of a cluster of 4 separate species, C32H36F5N2O3P in total.

CARTESIAN COORDINATES (ANGSTROEM)
C  1.028  1.265  6.746
C  0.977  1.086  5.136
O  1.635  1.911  4.444
O  0.227  -0.026  4.645
C  -0.810  0.413  3.699
C  -2.078  1.100  4.475
C  -3.143  1.772  3.481
C  -3.425  0.690  2.292
N  -3.567  -0.099  1.376
C  -2.590  3.094  2.702
C  -1.299  3.777  3.366
C  -0.851  4.984  2.350
F  -1.521  4.407  4.649
C  -4.585  2.091  4.133
C  -5.637  2.120  2.888
N  -6.379  2.475  1.993
C  -5.144  0.987  5.157
C  -6.759  1.201  5.329
F  -4.986  -0.389  4.728
P  -4.635  3.776  5.092
C  -5.996  4.902  4.367
O  -5.099  3.540  6.730
H  0.238  1.985  7.152
H  0.792  0.219  7.200
H  2.098  1.510  7.125
H  -0.405  1.056  2.843
H  -1.188  -0.571  3.207
H  -2.525  0.230  5.105
H  -1.646  1.835  5.268
H  -2.263  2.761  1.636
H  -3.424  3.882  2.510
H  -0.378  3.105  3.456
H  0.165  4.744  1.840
H  -0.866  6.011  2.853
H  -1.622  5.034  1.480
H  -4.652  1.047  6.208
H  -7.076  2.297  5.239
H  -7.055  0.755  6.341
H  -7.265  0.590  4.479
H  -6.122  4.811  3.233
H  -7.001  4.827  4.949
H  -5.625  5.988  4.561
H  -6.051  3.771  6.849
F  1.265  -2.520  -0.545
C  0.002  -2.645  -0.984
C  -0.267  -3.483  -2.055
C  -1.576  -3.617  -2.507
C  -2.600  -2.902  -1.889
C  -2.318  -2.059  -0.817
C  -1.011  -1.934  -0.358
H  0.545  -4.025  -2.528
H  -1.798  -4.277  -3.340
H  -3.621  -3.004  -2.246
H  -3.116  -1.500  -0.340
H  -0.774  -1.289  0.480
F  6.115  -3.500  -5.241
C  4.818  -3.149  -5.209
C  4.236  -2.802  -3.999
C  2.895  -2.434  -3.966
C  2.147  -2.428  -5.142
C  2.741  -2.783  -6.350
C  4.085  -3.141  -6.386
H  4.831  -2.821  -3.093
H  2.431  -2.153  -3.025
H  1.099  -2.145  -5.114
H  2.156  -2.782  -7.265
H  4.565  -3.411  -7.319
F  6.628  -4.801  -9.480
C  7.461  -3.829  -9.078
C  8.264  -3.191  -10.012
C  9.125  -2.180  -9.596
C  9.180  -1.825  -8.250
C  8.373  -2.476  -7.320
C  7.504  -3.479  -7.737
H  8.214  -3.486  -11.054
H  9.752  -1.669  -10.319
H  9.855  -1.039  -7.925
H  8.420  -2.201  -6.271
H  6.864  -3.989  -7.031

Computed properties:
HOMO-LUMO gap = 9.23 eV
E = -2416.685776 Eh
highest occupied orbital energy = -9.1 eV

=====

[4]
The following is a DFT calculation (the ωB97M-V functional and the def2-TZVPD basis) of a structure of composition C32H37As2CrN5O6S2.

CARTESIAN COORDINATES (ANGSTROEM)
Cr  -0.452  0.976  -1.010
O  0.867  2.708  -6.460
C  1.954  2.232  -5.877
O  3.025  2.186  -6.438
C  1.803  1.739  -4.483
C  2.827  1.175  -3.742
N  2.320  0.851  -2.540
N  1.027  1.173  -2.462
C  0.692  1.725  -3.615
C  -0.748  2.159  -3.729
O  -1.147  2.591  -4.820
O  -1.419  2.027  -2.660
H  0.059  2.673  -5.854
H  3.855  1.002  -4.003
H  2.770  0.447  -1.722
C  1.224  -4.130  -1.941
As  2.000  -2.443  -1.325
C  3.723  -2.620  -2.273
C  2.668  -3.013  0.435
C  2.518  -4.328  0.875
C  2.942  -4.713  2.137
C  3.524  -3.783  2.982
C  3.674  -2.474  2.554
C  3.252  -2.072  1.291
As  3.448  -0.193  0.733
C  5.330  0.034  1.252
C  2.640  0.634  2.303
H  1.953  -4.941  -1.972
H  0.830  -3.951  -2.941
H  0.389  -4.399  -1.295
H  4.165  -3.600  -2.093
H  4.411  -1.852  -1.915
H  3.565  -2.481  -3.343
H  2.055  -5.065  0.233
H  2.811  -5.739  2.461
H  3.852  -4.071  3.973
H  4.119  -1.750  3.228
H  5.501  -0.281  2.280
H  5.583  1.091  1.157
H  5.973  -0.543  0.587
H  3.105  0.261  3.217
H  1.573  0.418  2.308
H  2.770  1.710  2.224
O  -1.643  6.686  4.956
C  -2.161  5.512  4.495
O  -3.200  5.116  4.954
C  -1.388  4.822  3.433
C  -2.025  3.829  2.688
C  -1.369  3.171  1.668
C  -0.034  3.470  1.355
S  0.855  2.704  0.062
C  0.609  4.446  2.130
C  -0.055  5.111  3.141
H  -0.879  6.923  4.418
H  -3.052  3.586  2.928
H  -1.870  2.395  1.107
H  1.647  4.674  1.923
H  0.507  5.833  3.727
N  -1.320  0.348  0.356
C  -1.834  -0.397  1.325
C  -3.146  -0.185  1.830
C  -3.663  -0.983  2.830
C  -2.930  -2.031  3.382
C  -1.646  -2.261  2.891
C  -1.108  -1.482  1.887
H  -3.730  0.632  1.419
H  -4.664  -0.780  3.196
H  -3.341  -2.642  4.174
H  -1.051  -3.074  3.295
H  -0.114  -1.687  1.501
S  -1.099  -1.212  -2.341
C  -2.798  -1.093  -2.237
N  -3.519  -2.207  -2.025
C  -4.961  -2.220  -1.862
C  -5.392  -0.894  -1.253
C  -4.859  0.239  -2.114
N  -3.430  0.070  -2.305
H  -2.984  -3.054  -1.947
H  -5.221  -3.052  -1.206
H  -5.460  -2.380  -2.825
H  -4.980  -0.810  -0.245
H  -6.479  -0.840  -1.188
H  -5.019  1.204  -1.634
H  -5.369  0.260  -3.083
H  -2.855  0.886  -2.523

Computed properties:
HOMO-LUMO gap (alpha / beta) = 5.62 / 6.48 eV
total charge = -1
E = -8279.420513 Eh
multiplicity = 4
highest occupied orbital energy (alpha / beta) = -3.4 / -4.3 eV
ΔE to the lowest compared entry with this formula, charge and spin = 0.0646 eV

=====

[5]
The following is a DFT calculation (the ωB97M-V functional and the def2-TZVPD basis) of a cluster of 5 separate species, C32H37BN4O9P in total.

CARTESIAN COORDINATES (ANGSTROEM)
C  -6.254  1.355  3.672
C  -6.645  -0.102  3.507
C  -5.444  -1.103  2.914
C  -5.987  -2.641  2.656
B  -5.851  -3.556  4.056
C  -4.525  -3.447  5.061
O  -6.897  -4.547  4.449
P  -4.897  -3.587  1.393
C  -6.103  -4.085  -0.046
C  -3.528  -2.494  0.635
C  -2.168  -2.359  1.591
H  -6.334  2.145  2.783
H  -5.823  1.792  4.693
H  -7.730  -0.468  3.760
H  -4.565  -1.022  3.682
H  -5.080  -0.561  1.915
H  -4.559  -4.353  5.817
H  -4.460  -2.397  5.606
H  -3.584  -3.629  4.350
H  -7.819  -4.183  4.277
H  -5.513  -4.893  -0.685
H  -6.333  -3.138  -0.723
H  -7.076  -4.527  0.465
H  -3.157  -3.058  -0.349
H  -3.892  -1.434  0.278
H  -2.456  -2.434  2.730
H  -1.343  -3.152  1.264
H  -1.718  -1.283  1.358
C  0.182  2.464  3.408
C  0.649  1.299  4.018
C  -0.217  0.515  4.782
C  -1.556  0.905  4.925
C  -2.025  2.079  4.320
C  -1.149  2.857  3.560
N  -2.477  0.071  5.706
O  -2.019  -0.949  6.242
O  -3.660  0.433  5.781
H  0.860  3.070  2.808
H  1.688  1.001  3.896
H  0.162  -0.391  5.252
H  -3.060  2.396  4.426
H  -1.504  3.768  3.084
C  -0.723  -2.913  -4.553
C  -0.909  -1.619  -5.042
C  -0.631  -0.518  -4.229
C  -0.162  -0.725  -2.925
C  0.018  -2.024  -2.430
C  -0.265  -3.117  -3.250
N  0.156  0.428  -2.075
O  -0.034  1.560  -2.543
O  0.601  0.204  -0.940
H  -0.936  -3.769  -5.192
H  -1.267  -1.469  -6.058
H  -0.781  0.484  -4.625
H  0.377  -2.199  -1.418
H  -0.126  -4.129  -2.876
C  3.211  3.686  -2.742
C  3.981  4.559  -3.513
C  4.462  4.152  -4.759
C  4.160  2.866  -5.228
C  3.394  1.986  -4.452
C  2.921  2.402  -3.206
N  4.642  2.442  -6.548
O  5.333  3.243  -7.195
O  4.326  1.310  -6.941
H  2.833  4.010  -1.773
H  4.204  5.557  -3.143
H  5.061  4.844  -5.348
H  3.156  0.983  -4.802
H  2.322  1.727  -2.599
C  8.224  0.107  -2.810
C  8.416  -0.008  -1.433
C  7.869  0.943  -0.569
C  7.125  2.007  -1.097
C  6.937  2.128  -2.481
C  7.491  1.173  -3.335
N  6.526  2.996  -0.193
O  6.731  2.864  1.023
O  5.848  3.902  -0.696
H  8.647  -0.640  -3.480
H  8.989  -0.841  -1.031
H  8.027  0.840  0.503
H  6.366  2.952  -2.905
H  7.349  1.257  -4.410

Computed properties:
HOMO-LUMO gap = 2.47 eV
total charge = -1
E = -2503.316949 Eh
highest occupied orbital energy = -2.2 eV

=====

Strongest force on any atom per entry: 5.7, 4.1, 7.2, 0.6, 3.2 eV Å⁻¹